Computed, not measured: a molecular structure, C5H5CeCl2CrNO5, with ωB97M-V with the def2-TZVPD basis set.

Its charge is +4. The value obtained for the HOMO energy (spin up / spin down) is -0.9153 / -0.9225 Ha. Its gap between HOMO and LUMO (spin up / spin down) is 5.26 / 7.00 eV. The calculation puts the LUMO energy (spin up / spin down) at -19.64 / -18.10 eV. As for the spin multiplicity: 5. The expectation value of S² is 6.0444.

Each line ends with the Löwdin charge.
Atoms and positions in Å:
Cr: -3.77 1.82 -0.46  0.7117
Ce: -0.56 -0.02 -0.20  1.1902
Cl: -1.68 2.37 0.49  0.3586
Cl: -2.87 -0.03 -1.72  0.3360
C: -1.45 -2.25 0.47  0.0044
C: -4.32 3.59 0.18  0.0028
C: -5.52 1.13 -1.05  0.0035
O: -1.81 -3.28 0.86  0.2606
O: -4.54 4.69 0.51  0.3346
O: -6.52 0.70 -1.46  0.3311
N: 3.92 -1.75 0.52  0.2225
C: 3.68 -0.32 0.12  0.0218
C: 2.19 -0.20 -0.02  -0.5298
O: 1.50 -1.13 0.54  -0.1093
O: 1.61 0.74 -0.68  -0.0774
H: 3.38 -1.98 1.37  0.1866
H: 4.91 -1.95 0.68  0.2028
H: 3.60 -2.38 -0.23  0.1942
H: 4.06 0.35 0.90  0.1777
H: 4.19 -0.11 -0.82  0.1774